64
Properties=species:S:1:pos:R:3:forces:R:3 method="wB97M-V/def2-TZVPD" largest_force_ev_per_a=1.2 multiplicity=3 e_lumo_ha="-0.135 / -0.150" charge=+1 total_energy_ev=-84888.7497
W 0.2125 0.1714 -0.1441 1.059 -0.438 -0.414
C -0.9278 -0.7021 3.9880 -0.018 0.005 0.027
C 0.0267 -0.4949 3.0025 0.003 0.095 -0.025
N -0.5716 -0.2690 1.8227 -0.167 -0.111 0.193
N -1.9096 -0.3208 2.0465 -0.047 -0.060 -0.027
C -2.1406 -0.5822 3.3372 0.021 0.023 0.022
B -2.8811 0.2172 0.9925 0.058 -0.012 0.006
N -2.7647 -0.5843 -0.3135 -0.027 0.056 0.001
C -3.7219 -1.1058 -1.0786 -0.012 -0.033 -0.006
C -3.1764 -1.4599 -2.3030 0.003 -0.013 0.004
C -1.8424 -1.1154 -2.2064 -0.023 -0.020 0.041
N -1.5920 -0.5789 -0.9977 0.045 -0.268 -0.044
N -2.3728 1.6457 0.6604 -0.054 -0.037 -0.056
C -3.0043 2.8110 0.7744 -0.016 0.035 0.006
C -2.1580 3.8242 0.3542 0.020 -0.002 -0.015
C -0.9967 3.1716 -0.0138 -0.048 0.029 0.029
N -1.1209 1.8450 0.1703 0.085 0.122 0.047
H -0.7513 -0.9165 5.0269 0.000 -0.009 -0.009
H 1.0977 -0.5012 3.0899 0.011 -0.044 -0.022
H -3.1517 -0.6625 3.7005 -0.002 0.008 -0.004
H -4.0012 0.2410 1.3949 -0.003 -0.005 -0.006
H -4.7282 -1.1977 -0.7049 0.006 0.015 0.008
H -3.6771 -1.9176 -3.1369 0.005 -0.011 0.009
H -1.0617 -1.2373 -2.9365 -0.016 -0.001 0.001
H -4.0149 2.8498 1.1456 0.000 -0.028 -0.003
H -2.3583 4.8797 0.3145 -0.007 -0.005 0.005
H -0.0954 3.5999 -0.4074 -0.075 -0.017 0.084
F -1.9383 -4.0015 -0.9961 -0.036 0.027 -0.023
C -1.1713 -3.7817 0.0749 0.020 -0.041 -0.033
C 0.1454 -3.6048 -0.0491 -0.020 -0.106 -0.057
N 0.9593 -3.4052 1.0438 -0.007 0.114 0.003
C 2.3614 -3.0554 0.9027 -0.016 -0.016 0.037
C 2.6844 -1.5803 1.1530 -0.001 -0.193 0.091
O 3.7453 -1.2687 1.6289 -0.030 0.064 -0.098
O 1.7582 -0.6992 0.8326 -0.553 0.493 -0.127
C 0.4551 -3.4395 2.3325 -0.038 0.085 -0.058
O 1.1447 -3.2417 3.3072 0.049 -0.049 0.000
N -0.9033 -3.6741 2.4117 -0.011 0.029 0.050
C -1.8300 -3.7530 1.3744 0.015 0.019 0.040
O -3.0199 -3.7881 1.5764 0.006 0.007 -0.016
H 0.6219 -3.6279 -1.0181 0.028 0.042 0.011
H 2.6844 -3.3158 -0.1047 0.002 0.027 -0.004
H 2.9461 -3.6193 1.6238 0.038 -0.033 -0.032
H -1.2810 -3.6772 3.3493 -0.006 0.012 0.013
C 3.7322 1.2732 -0.3802 -0.057 -0.112 -0.032
P 2.0692 1.9246 -0.0913 0.118 0.318 0.242
C 1.9736 3.2409 -1.3642 -0.006 -0.050 -0.035
C 2.2052 2.7510 1.5239 0.005 -0.042 -0.063
H 4.4201 2.1188 -0.4280 0.018 -0.017 0.000
H 3.7665 0.7451 -1.3349 0.007 0.023 -0.007
H 4.0228 0.5935 0.4174 0.008 -0.009 0.034
H 2.1572 4.2164 -0.9134 -0.005 0.011 -0.012
H 1.0258 3.2458 -1.8954 0.065 -0.023 -0.046
H 2.7491 3.0464 -2.1032 0.021 0.006 0.005
H 2.8602 3.6194 1.4518 0.027 -0.009 0.020
H 2.6330 2.0422 2.2340 -0.022 -0.025 -0.006
H 1.2272 3.0628 1.8880 -0.013 0.032 -0.023
Cl 0.8111 -1.2804 -4.9369 0.041 0.018 0.001
C 2.0112 -0.6377 -3.7951 -0.104 -0.037 -0.072
Cl 2.7655 0.8346 -4.3866 0.011 0.020 0.028
C 1.2841 -0.4137 -2.4841 -0.093 0.048 -0.065
O 0.6696 0.6684 -2.2455 -0.035 -0.016 0.216
O 1.2720 -1.3217 -1.6233 -0.224 0.120 0.154
H 2.7772 -1.3940 -3.6648 -0.003 -0.012 0.014